{"formula": "C45H59AsGeIrN4OS7Si3", "method": "ωB97M-V/def2-TZVPD", "species": ["Ir", "N", "S", "N", "S", "N", "S", "N", "C", "C", "C", "C", "C", "C", "C", "C", "C", "C", "C", "C", "C", "C", "C", "C", "C", "C", "C", "C", "C", "C", "C", "C", "C", "C", "C", "C", "C", "C", "C", "C", "C", "C", "C", "C", "H", "H", "H", "H", "H", "H", "H", "H", "H", "H", "H", "H", "H", "H", "H", "H", "H", "H", "H", "H", "H", "H", "H", "H", "H", "H", "H", "H", "H", "H", "S", "As", "S", "S", "S", "O", "H", "H", "C", "Si", "C", "C", "Ge", "Si", "C", "C", "C", "Si", "C", "C", "C", "H", "H", "H", "H", "H", "H", "H", "H", "H", "H", "H", "H", "H", "H", "H", "H", "H", "H", "H", "H", "H", "H", "H", "H", "H", "H", "H"], "xyz": [[0.205, 0.647, -1.066], [1.485, -0.817, -0.462], [2.210, -1.983, 0.052], [1.384, -3.009, 1.020], [0.020, -2.629, 1.688], [-0.139, -1.187, 2.239], [-0.187, 0.436, 2.099], [-0.150, 1.204, 0.816], [1.101, 0.974, 3.234], [1.277, 2.333, 3.466], [2.260, 2.749, 4.345], [3.056, 1.812, 4.991], [2.873, 0.458, 4.751], [1.900, 0.036, 3.866], [-1.694, 0.756, 2.980], [-1.811, 0.452, 4.335], [-3.018, 0.671, 4.966], [-4.107, 1.166, 4.255], [-3.989, 1.430, 2.895], [-2.788, 1.223, 2.257], [-0.157, -3.737, 3.023], [-1.182, -3.503, 3.953], [-1.339, -4.367, 5.011], [-0.497, -5.470, 5.159], [0.524, -5.693, 4.231], [0.702, -4.835, 3.172], [-1.321, -2.989, 0.545], [-1.637, -2.092, -0.462], [-2.566, -2.444, -1.422], [-3.195, -3.678, -1.359], [-2.894, -4.561, -0.331], [-1.938, -4.230, 0.612], [3.606, -1.502, 1.059], [3.975, -0.164, 1.077], [4.999, 0.246, 1.906], [5.637, -0.678, 2.725], [5.254, -2.015, 2.703], [4.234, -2.433, 1.872], [2.839, -3.200, -1.129], [4.177, -3.225, -1.470], [4.627, -4.173, -2.373], [3.734, -5.062, -2.948], [2.390, -5.021, -2.607], [1.938, -4.088, -1.690], [0.650, 3.056, 2.970], [2.400, 3.804, 4.530], [3.819, 2.140, 5.679], [3.487, -0.268, 5.260], [1.742, -1.012, 3.654], [-0.962, 0.052, 4.870], [-3.121, 0.466, 6.021], [-5.035, 1.350, 4.768], [-4.837, 1.805, 2.342], [-2.653, 1.422, 1.206], [-1.813, -2.640, 3.809], [-2.126, -4.189, 5.730], [-0.638, -6.156, 5.979], [1.170, -6.552, 4.335], [1.464, -4.983, 2.423], [-1.143, -1.125, -0.478], [-2.798, -1.764, -2.221], [-3.917, -3.953, -2.112], [-3.392, -5.517, -0.273], [-1.666, -4.918, 1.398], [3.443, 0.527, 0.442], [5.304, 1.282, 1.911], [6.438, -0.360, 3.375], [5.755, -2.735, 3.332], [3.901, -3.459, 1.845], [4.855, -2.503, -1.040], [5.674, -4.212, -2.630], [4.081, -5.781, -3.674], [1.690, -5.702, -3.069], [0.896, -4.038, -1.410], [-0.355, -3.598, -4.461], [1.159, -2.394, -5.330], [2.072, -1.123, -3.516], [0.340, -0.183, -3.157], [2.721, -3.653, -5.997], [1.998, 3.173, 0.495], [1.240, 2.593, 0.667], [2.426, 2.831, -0.293], [-3.031, 0.216, -4.130], [-3.193, 1.533, -2.748], [-4.484, 2.789, -3.411], [-4.004, 0.816, -1.160], [-0.951, 2.424, -2.189], [0.024, 3.141, -4.336], [1.741, 3.915, -3.958], [0.317, 1.833, -5.707], [-1.113, 4.479, -5.099], [-1.300, 4.538, -0.930], [-1.810, 4.171, 0.871], [-2.760, 5.526, -1.697], [0.222, 5.693, -0.843], [-3.931, -0.389, -4.201], [-2.186, -0.448, -3.971], [-2.881, 0.700, -5.092], [-5.181, 2.276, -4.066], [-4.021, 3.587, -3.979], [-5.061, 3.235, -2.608], [-4.883, 0.216, -1.380], [-4.321, 1.626, -0.508], [-3.313, 0.192, -0.604], [2.390, 3.177, -3.493], [1.649, 4.751, -3.274], [2.242, 4.274, -4.853], [1.241, 1.290, -5.526], [0.397, 2.305, -6.684], [-0.484, 1.101, -5.754], [-1.433, 5.176, -4.334], [-1.999, 4.029, -5.532], [-0.619, 5.045, -5.882], [-2.823, 3.788, 0.926], [-1.752, 5.069, 1.480], [-1.146, 3.428, 1.296], [-3.541, 4.868, -2.056], [-2.438, 6.140, -2.531], [-3.202, 6.192, -0.962], [1.068, 5.201, -0.370], [-0.027, 6.569, -0.249], [0.533, 6.036, -1.824]], "largest_force_ev_per_a": 3.9, "s2": 0.76, "gap_ha": [0.19283, 0.18846], "e_lumo_ev": [-1.58, -1.58], "spin_multiplicity": 2, "total_charge": 0, "total_energy_ha": -10117.0056}